# 1
{
  "formula": "C2H2BrP",
  "method": "wB97M-V/def2-TZVPD",
  "species": ["C", "C", "P", "Br", "H", "H"],
  "coordinates": [[1.13806, -0.06223, -0.21614], [0.06630, 0.73052, -0.26782], [0.17697, 0.06847, 1.34189], [-2.41849, -1.45734, 1.06644], [1.75247, -0.45631, -1.08208], [-0.71532, 1.17688, -0.84229]],
  "lowdin_charge": [-0.29, -0.41, 0.91, -0.37, 0.10, 0.07],
  "energy_ev": -81434.793,
  "e_above_lowest_kj_mol": 113.0,
  "e_lumo_ev": -1.56
}

***

# 2
{
  "formula": "C2H2CaCl3O6",
  "method": "wB97M-V/def2-TZVPD",
  "species": ["Ca", "Cl", "Cl", "Cl", "O", "C", "O", "O", "H", "O", "C", "O", "O", "H"],
  "coordinates": [[1.13299, -0.66496, -1.13061], [0.75291, 0.52622, -3.71468], [0.36735, -3.39359, -1.54320], [3.76967, -0.92241, -0.88503], [1.10917, 1.70520, 2.47607], [1.14554, 1.04884, 1.27450], [1.14858, -0.21933, 1.32304], [1.28362, 1.68000, 0.20707], [1.14899, 0.93584, 3.07960], [-2.76893, 0.16464, 0.67872], [-2.49175, -0.32309, -0.57670], [-1.25903, -0.28767, -0.88401], [-3.43848, -0.75127, -1.26116], [-1.90063, 0.50157, 0.95640]],
  "lowdin_charge": [0.74, -0.62, -0.62, -0.54, 0.03, -0.85, -0.17, -0.08, 0.09, 0.01, -0.81, -0.20, -0.06, 0.08],
  "energy_ev": -70404.294,
  "e_above_lowest_kj_mol": 0.0,
  "e_lumo_ev": 7.42,
  "total_charge": -3
}

***

# 3
{
  "formula": "C2H2Cl2",
  "method": "wB97M-V/def2-TZVPD",
  "species": ["C", "C", "Cl", "Cl", "H", "H"],
  "coordinates": [[-0.45817, 0.37430, 0.57761], [0.35619, -0.28255, -0.32228], [1.16763, -1.72643, 0.08291], [0.52181, 0.21747, -1.94444], [-1.02006, 1.21153, -0.01010], [-0.56740, 0.20569, 1.61632]],
  "mulliken_spin": [0.90, 0.80, 0.13, 0.12, 0.02, 0.03],
  "energy_ev": -27146.646,
  "multiplicity": 3,
  "e_above_lowest_kj_mol": 0.0,
  "e_lumo_ev": [0.82, -2.35]
}

***

# 4
{
  "formula": "C2H2Cl2S2",
  "method": "wB97M-V/def2-TZVPD",
  "species": ["S", "C", "Cl", "C", "S", "Cl", "H", "H"],
  "coordinates": [[-2.55351, 1.17778, 0.71074], [-1.74929, -0.05044, 0.14266], [-2.39452, -1.00272, -1.13127], [-0.32078, -0.37452, 0.57096], [0.90622, 0.55148, -0.37068], [-0.07038, -2.15480, 0.68356], [-0.10051, 0.08180, 1.50459], [0.20591, 0.84007, -1.44209]],
  "lowdin_charge": [0.75, -1.38, 0.63, -1.15, 0.74, 0.54, 0.02, -0.14],
  "energy_ev": -48820.840,
  "e_above_lowest_kj_mol": 28.9,
  "e_lumo_ev": -0.98
}

***

# 5
{
  "formula": "C2H2Cl6OSi",
  "method": "wB97M-V/def2-TZVPD",
  "species": ["Cl", "C", "C", "Cl", "Cl", "Si", "Cl", "Cl", "O", "Cl", "H", "H"],
  "coordinates": [[-3.21028, 0.40616, -0.25863], [-1.57019, 0.93893, -0.18903], [-0.59525, -0.26958, 0.04808], [-0.89431, -1.18836, -1.49379], [-0.92767, -1.11286, 1.59218], [1.53187, 0.16416, 0.01821], [2.03632, 0.68367, -1.81494], [2.09187, 1.34497, 1.45084], [2.15765, -1.33965, -0.10123], [2.01285, -2.65922, 1.05128], [-1.44395, 1.66174, 0.75888], [-1.18891, 1.37006, -1.06185]],
  "lowdin_charge": [0.58, -0.79, -1.25, 0.54, 0.54, -0.56, 0.47, 0.48, -0.78, 0.61, 0.12, 0.03],
  "energy_ev": -87167.591,
  "e_above_lowest_kj_mol": 145.2,
  "e_lumo_ev": -0.95
}

***

# 6
{
  "formula": "C2H2ClF",
  "method": "wB97M-V/def2-TZVPD",
  "species": ["F", "C", "C", "Cl", "H", "H"],
  "coordinates": [[1.56569, 0.79259, 0.07116], [0.36563, 0.38342, 0.38446], [-0.42178, -0.45600, -0.40503], [-2.00188, -0.95600, 0.00323], [0.27759, 0.52916, 1.42936], [-0.43532, -0.63897, -1.55334]],
  "lowdin_charge": [0.04, -0.23, -0.57, 0.58, 0.10, 0.09],
  "energy_ev": -17344.638,
  "e_above_lowest_kj_mol": 84.1,
  "e_lumo_ev": 1.03
}

***

# 7
{
  "formula": "C2H2ClF",
  "method": "wB97M-V/def2-TZVPD",
  "species": ["F", "C", "C", "Cl", "H", "H"],
  "coordinates": [[-2.30144, -0.08531, -0.16874], [-0.98929, -0.27094, 0.21367], [-0.12409, 0.63395, 0.20189], [1.66509, -0.11172, -0.06788], [-0.61272, -1.30134, 0.32349], [-0.30061, 1.79029, -0.14416]],
  "lowdin_charge": [0.00, -0.30, -0.37, 0.41, 0.11, 0.15],
  "energy_ev": -17344.072,
  "e_above_lowest_kj_mol": 138.7,
  "e_lumo_ev": 0.08
}

***

# 8
{
  "formula": "C2H2ClF2I",
  "method": "wB97M-V/def2-TZVPD",
  "species": ["C", "C", "F", "F", "Cl", "I", "H", "H"],
  "coordinates": [[-0.05406, -0.11805, 0.42678], [-1.30275, 0.41243, 1.18321], [0.40147, -1.23245, 1.02488], [-3.43776, -1.95779, 1.65921], [-1.71105, 2.00095, 0.75737], [-1.94119, -0.63930, 2.70130], [-0.36736, -0.58179, -0.51588], [0.64658, 0.77539, 0.49844]],
  "lowdin_charge": [-0.35, -1.21, -0.10, -0.73, 0.65, 1.48, 0.13, 0.13],
  "energy_ev": -28160.538,
  "e_above_lowest_kj_mol": 351.9,
  "e_lumo_ev": [-1.38, -1.64]
}

***

Repeat the fifth record exactly.
{
  "formula": "C2H2Cl6OSi",
  "method": "wB97M-V/def2-TZVPD",
  "species": ["Cl", "C", "C", "Cl", "Cl", "Si", "Cl", "Cl", "O", "Cl", "H", "H"],
  "coordinates": [[-3.21028, 0.40616, -0.25863], [-1.57019, 0.93893, -0.18903], [-0.59525, -0.26958, 0.04808], [-0.89431, -1.18836, -1.49379], [-0.92767, -1.11286, 1.59218], [1.53187, 0.16416, 0.01821], [2.03632, 0.68367, -1.81494], [2.09187, 1.34497, 1.45084], [2.15765, -1.33965, -0.10123], [2.01285, -2.65922, 1.05128], [-1.44395, 1.66174, 0.75888], [-1.18891, 1.37006, -1.06185]],
  "lowdin_charge": [0.58, -0.79, -1.25, 0.54, 0.54, -0.56, 0.47, 0.48, -0.78, 0.61, 0.12, 0.03],
  "energy_ev": -87167.591,
  "e_above_lowest_kj_mol": 145.2,
  "e_lumo_ev": -0.95
}